[1]
63
Properties=species:S:1:pos:R:3:forces:R:3:mulliken_charge:R:1 method="wB97M-V/def2-TZVPD" s2=6.061 multiplicity=5 total_charge=0 homo_ha="-0.2911 / -0.2899" relative_energy_kj_mol=28.5 energy_ha=-3443.6827 homo_lumo_gap_ev="8.13 / 7.34" max_force_ev_per_a=3.53
P -0.105 -1.575 -3.021 -0.2 0.8 -1.6 1.2850
P 0.076 1.700 -3.065 0.1 -0.3 -0.5 1.5683
C -0.376 -0.618 -4.622 0.3 -0.5 0.1 -1.2009
C 0.329 0.746 -4.636 -0.3 0.4 0.1 -1.1389
H -1.466 -0.515 -4.745 0.3 0.1 0.0 0.3933
H -0.011 -1.242 -5.451 -0.2 0.2 0.0 0.5769
H 1.417 0.665 -4.793 -0.4 -0.1 0.1 0.4205
H -0.076 1.389 -5.430 0.2 -0.2 -0.2 0.5298
C -1.605 2.380 -3.306 0.1 0.2 -0.3 -1.4547
H -1.826 3.054 -2.471 0.0 -0.1 -0.2 0.4226
H -2.354 1.578 -3.305 0.2 0.1 0.0 0.3178
H -1.635 2.927 -4.258 -0.3 0.0 0.2 0.4663
C 1.145 3.131 -3.387 -0.2 0.4 -0.1 -1.4955
H 0.767 3.684 -4.256 0.3 0.1 0.1 0.4178
H 2.166 2.777 -3.568 -0.2 0.1 0.0 0.4003
H 1.146 3.770 -2.493 0.1 0.0 -0.3 0.3956
C -1.072 -3.066 -3.448 0.1 -0.3 0.0 -1.4264
H -1.058 -3.750 -2.587 -0.1 0.0 -0.3 0.3677
H -0.663 -3.575 -4.331 -0.2 0.0 0.2 0.4276
H -2.109 -2.772 -3.638 0.1 -0.1 0.0 0.3581
C 1.611 -2.181 -3.350 -0.2 0.0 0.0 -1.6071
H 2.316 -1.340 -3.350 -0.1 -0.2 0.0 0.3325
H 1.658 -2.708 -4.312 0.1 0.1 0.3 0.4638
H 1.884 -2.853 -2.532 0.2 0.0 -0.2 0.3763
Cr 0.002 -1.341 1.943 0.1 1.5 1.8 0.4764
C 0.728 1.609 1.260 0.4 -0.6 0.5 -0.6674
C -0.600 1.616 1.143 0.3 -0.3 0.5 -0.5267
C -1.370 1.182 -0.046 -0.8 -0.1 -1.2 0.3782
C -1.829 -0.315 -0.222 -0.8 1.5 0.4 -0.8708
C -0.866 -1.436 -0.148 3.4 -1.1 0.3 -0.6077
C 0.575 -1.340 -0.226 -3.2 -0.8 -0.2 0.1298
C 1.197 -0.063 -0.674 0.3 0.7 0.1 1.1145
C 1.741 0.923 0.368 0.7 0.3 -0.2 -0.9591
C 0.808 -2.884 2.994 -0.1 -0.4 -0.5 -1.3139
H 1.175 1.949 2.203 -0.4 0.1 -0.4 0.3944
H -1.213 1.951 1.984 0.4 0.1 -0.3 0.3679
H -0.858 1.493 -0.971 -0.4 -0.1 0.7 -1.1855
H -2.299 1.774 -0.014 0.1 -0.3 -0.2 0.6984
H -2.645 -0.476 0.507 0.3 -0.2 -0.1 0.5666
H -2.355 -0.330 -1.196 0.3 -0.3 0.1 0.4396
H -1.343 -2.433 -0.187 0.5 0.4 0.1 0.3811
H 1.167 -2.261 -0.392 -0.6 0.4 0.5 0.4370
H 0.467 0.480 -1.286 0.7 -0.7 0.4 -2.0413
H 2.029 -0.276 -1.360 -0.1 -0.2 0.2 0.4078
H 2.443 0.377 1.044 -0.3 0.5 -0.4 0.3203
H 2.365 1.669 -0.205 -0.5 -0.5 0.7 0.4904
H 1.670 -2.577 3.595 -0.2 0.0 -0.1 0.2663
H 1.088 -3.720 2.348 0.0 -0.1 0.1 0.3950
H -0.003 -3.202 3.662 0.2 -0.1 0.0 0.3053
F 2.113 -0.477 4.933 -0.3 1.0 0.5 -0.2265
C 1.300 0.550 5.299 0.4 -0.3 -0.2 0.4464
F 1.386 0.718 6.653 0.1 -0.2 -1.4 -0.2498
F 1.778 1.685 4.708 -0.2 -0.9 0.6 -0.2491
C -0.162 0.233 4.774 0.1 0.7 1.6 0.5033
O -0.167 -0.161 3.504 -0.3 0.0 0.6 -0.1933
C -0.794 -0.795 5.823 -0.1 -0.1 -0.2 0.3786
F -1.144 -0.219 7.012 0.4 -0.7 -1.0 -0.2633
F -1.916 -1.330 5.293 0.7 0.1 0.4 -0.2640
F 0.083 -1.796 6.079 -0.8 0.5 0.0 -0.2516
C -0.980 1.592 5.005 -0.2 0.0 -0.2 0.5316
F -0.761 2.202 6.206 -0.3 -0.6 -1.2 -0.2604
F -0.660 2.485 4.046 -0.2 -0.2 0.5 -0.2186
F -2.311 1.336 4.891 0.8 0.4 0.2 -0.2763

***

[2]
17
Properties=species:S:1:pos:R:3:forces:R:3:mulliken_charge:R:1 method="wB97M-V/def2-TZVPD" multiplicity=1 total_charge=0 homo_ha=-0.3114 relative_energy_kj_mol=285.1 energy_ha=-849.3699 homo_lumo_gap_ev=8.01 max_force_ev_per_a=5.33
C 1.264 -2.520 -1.650 1.0 0.6 -0.5 -0.7897
S 1.739 -1.167 -0.512 1.1 -0.5 0.0 -0.0287
C 0.333 -0.250 -0.218 -1.9 0.9 2.6 0.4979
N -0.865 -0.506 -0.858 1.9 -1.0 -0.6 -0.4511
C -1.930 0.134 -0.578 0.8 2.5 2.5 -0.1781
N -1.988 1.113 0.393 0.5 -0.9 -1.2 -0.1097
C -0.860 1.494 0.989 3.6 -2.7 0.1 0.1198
N -0.580 2.465 1.753 -3.8 3.7 0.6 -0.4905
N 0.659 2.491 2.112 3.6 -1.6 1.0 -0.4933
C 1.322 1.393 1.661 -0.7 0.1 0.9 -0.5594
C 0.333 0.691 0.886 1.0 -1.7 -2.9 0.5180
H 2.225 -3.089 -1.931 -1.3 1.4 0.2 0.3309
H 0.699 -3.265 -1.078 -0.6 0.5 -0.6 0.2790
H 0.813 -1.911 -2.501 0.2 -1.8 0.9 0.2669
H -2.818 0.062 -1.087 -1.9 -0.8 -1.3 0.4654
H -2.678 1.798 0.515 -1.9 0.5 -0.3 0.2960
H 2.331 1.065 2.105 -1.7 0.8 -1.3 0.3267

***

[3]
63
Properties=species:S:1:pos:R:3:forces:R:3:mulliken_charge:R:1 method="wB97M-V/def2-TZVPD" multiplicity=1 total_charge=+1 homo_ha="-0.3624 / -0.3398" relative_energy_kj_mol=130.6 energy_ha=-1350.5785 homo_lumo_gap_ev="5.83 / 5.21" max_force_ev_per_a=3.48
C 1.792 -3.073 -0.022 1.0 1.2 -0.6 0.6949
C 2.704 -2.276 -0.764 -1.0 -1.5 2.3 0.5105
C 2.153 -2.064 -2.057 -2.8 -0.7 -1.2 0.4435
C 0.868 -2.673 -2.092 1.8 1.3 -0.4 0.9619
C 0.652 -3.313 -0.842 0.5 0.0 0.1 0.1240
Pb -0.484 -0.222 0.409 0.8 -0.3 -1.0 1.0216
C -2.415 2.690 -0.375 -1.9 -0.4 0.1 2.4349
C -2.565 1.827 0.861 -0.1 -1.1 -0.4 -0.8357
H -2.480 2.367 1.814 0.2 -0.3 -0.2 0.4363
C -2.821 0.475 0.895 -1.2 1.3 0.9 -1.4477
H -3.232 -0.119 0.071 0.4 0.4 0.1 0.4637
H -2.987 0.035 1.881 0.0 0.0 -0.2 0.4507
C -3.166 4.004 -0.100 -0.2 -0.1 0.1 -2.0475
H -2.702 4.569 0.715 0.0 0.0 -0.1 0.4234
H -3.204 4.642 -0.986 0.0 -0.1 0.1 0.4631
H -4.199 3.773 0.173 0.1 0.1 0.0 0.4925
C -3.051 1.990 -1.601 -0.1 0.0 0.1 -1.7513
H -2.671 0.968 -1.722 -0.1 0.2 0.0 0.3371
H -4.140 1.962 -1.500 0.1 -0.1 0.0 0.3846
H -2.800 2.536 -2.517 -0.1 0.0 0.2 0.4117
C 3.999 -1.768 -0.275 0.4 0.3 0.1 -1.6689
H 3.939 -1.475 0.781 0.1 -0.1 -0.2 0.3751
H 4.790 -2.528 -0.359 -0.1 0.1 0.0 0.3144
H 4.316 -0.896 -0.860 0.0 -0.1 0.2 0.4239
C 2.810 -1.352 -3.173 0.2 0.1 -0.4 -1.4449
H 2.771 -0.260 -3.052 0.1 -0.2 0.0 0.3228
H 3.868 -1.641 -3.238 -0.2 0.1 0.0 0.4329
H 2.329 -1.605 -4.125 0.2 0.1 0.2 0.3574
C -0.079 -2.653 -3.229 -0.3 -0.2 -0.6 -1.7917
H 0.105 -1.785 -3.880 -0.2 -0.3 0.2 0.3692
H 0.018 -3.564 -3.846 -0.1 0.3 0.1 0.3278
H -1.122 -2.607 -2.877 0.3 0.0 -0.2 0.3882
C -0.540 -4.118 -0.487 -0.3 -0.1 0.1 -1.4261
H -1.420 -3.799 -1.064 0.2 -0.1 0.2 0.3446
H -0.373 -5.184 -0.719 0.0 0.3 0.1 0.3176
H -0.776 -4.050 0.584 0.1 -0.1 -0.3 0.3514
C 2.009 -3.588 1.346 0.2 -0.3 0.5 -1.5061
H 1.072 -3.939 1.794 0.2 0.0 0.0 0.3474
H 2.708 -4.440 1.341 -0.2 0.2 0.2 0.3400
H 2.441 -2.819 2.000 0.0 -0.2 0.0 0.3146
C -0.218 1.666 -0.858 0.3 -2.8 -2.0 -0.8988
C -0.989 2.912 -0.729 3.1 0.4 1.6 1.3120
C 0.562 1.437 -1.984 -0.4 -0.1 0.2 0.4952
C -0.731 3.969 -1.744 0.7 0.1 -0.9 -0.8787
H -0.216 2.949 0.155 -1.6 2.1 0.1 -0.2122
C 0.728 2.437 -2.956 0.3 -0.1 -0.2 -0.6744
H 0.983 0.440 -2.183 0.1 0.5 0.3 -0.2265
C 0.136 3.712 -2.785 -0.7 0.4 0.3 -0.6219
H -1.246 4.937 -1.680 0.4 -0.5 0.1 0.3328
H 1.321 2.227 -3.847 -0.2 0.1 0.2 0.4314
H 0.335 4.481 -3.543 -0.2 -0.3 0.4 0.3968
N 0.058 1.590 7.896 0.2 -0.5 -2.8 -0.3837
C 0.134 1.365 6.749 -0.1 0.5 2.5 -0.2283
C 0.215 1.078 5.338 0.0 -0.2 -0.3 0.8131
C 0.407 -0.240 4.903 0.1 -0.1 -0.1 -0.7185
C 0.427 -0.500 3.538 -0.1 0.8 -0.3 -0.1600
N 0.246 0.488 2.621 -0.1 0.2 0.9 -0.1970
C 0.086 1.767 3.039 0.2 -0.8 0.2 -0.0399
C 0.086 2.096 4.387 -0.1 0.2 0.0 -0.7375
H 0.533 -1.059 5.611 0.0 0.3 -0.2 0.4679
H 0.579 -1.518 3.159 -0.1 0.5 0.1 0.3641
H -0.051 2.532 2.266 0.1 -0.4 0.3 0.4078
H -0.033 3.135 4.691 0.0 -0.3 0.0 0.4946